1.
# C4H16O3

4 unconnected molecules or ions with the total composition C4H16O3 at a distorted geometry (the ωB97M-V functional and the def2-TZVPD basis, the Open Molecules 2025 dataset).

Each line ends with the Löwdin charge.
Element x y z (Å)
C1 -1.03 -1.56 0.41  -0.131
C2 -1.65 -0.33 -0.24  -0.253
C3 -0.52 0.47 -0.97  -0.282
C4 -1.10 1.70 -1.65  -0.136
H1 -0.87 -2.29 -0.39  0.062
H2 -1.71 -2.13 1.05  0.070
H3 -0.06 -1.50 0.90  0.051
H4 -2.06 0.37 0.49  0.101
H5 -2.28 -0.58 -1.08  0.107
H6 0.32 0.76 -0.33  0.092
H7 -0.17 -0.22 -1.74  0.102
H8 -0.32 2.30 -2.14  0.071
H9 -1.63 2.38 -0.98  0.067
H10 -1.73 1.45 -2.51  0.072
O1 1.94 -0.86 3.39  -0.055
H11 1.28 -0.29 2.98  0.022
H12 2.44 -1.20 2.63  0.027
O2 1.09 3.69 1.03  -0.057
H13 1.54 2.93 1.43  0.033
H14 0.28 3.27 0.71  0.015
O3 1.69 -2.81 -0.90  -0.061
H15 2.46 -3.12 -0.40  0.037
H16 2.09 -2.39 -1.68  0.046

- SMILES string = CCCC.O.O.O
- HOMO level (eV) = -11.00
- LUMO level (eV) = 0.251
- relative energy (zero: lowest compared OMol25 entry of this formula, charge and spin) (eV) = 0.930

2.
# C26H37N5O5S

A single C26H37N5O5S molecule at a distorted geometry (the ωB97M-V functional and the def2-TZVPD basis, the Open Molecules 2025 dataset).

Each line ends with the Löwdin charge.
Element x y z (Å)
C1 -0.34 1.48 -6.18  -0.093
C2 -0.93 2.83 -5.78  -0.217
C3 -1.97 2.70 -4.68  -0.197
O1 -1.30 2.25 -3.51  -0.073
C4 -1.99 2.00 -2.37  -0.183
C5 -3.36 2.23 -2.25  0.010
C6 -4.03 1.96 -1.07  -0.034
C7 -3.32 1.47 0.02  -0.249
S1 -4.19 1.13 1.55  0.671
O2 -5.48 0.61 1.21  -0.280
O3 -4.12 2.29 2.39  -0.276
N1 -3.25 -0.04 2.23  -0.266
C8 -3.36 -1.40 1.77  -0.158
C9 -1.95 -2.01 1.73  -0.152
N2 -1.26 -1.91 3.01  -0.181
C10 -1.69 -2.86 4.03  -0.172
C11 -0.47 -3.27 4.86  -0.252
O4 0.55 -3.77 4.04  -0.070
C12 -1.22 -0.53 3.46  -0.154
C13 -2.61 0.12 3.51  -0.157
C14 -1.97 1.25 -0.08  0.006
C15 -1.27 1.48 -1.26  -0.037
C16 0.15 1.11 -1.28  -0.232
N3 0.58 0.32 -0.35  0.185
C17 1.89 -0.03 -0.41  -0.153
C18 2.64 -0.88 0.44  -0.160
C19 2.15 -1.59 1.66  -0.158
C20 2.89 -1.15 2.93  -0.240
C21 2.70 0.34 3.21  -0.092
C22 3.91 -0.90 -0.08  -0.001
N4 3.99 -0.11 -1.19  -0.048
C23 5.14 0.05 -2.03  -0.180
C24 5.27 -1.12 -3.01  -0.063
C25 2.76 0.43 -1.41  -0.080
C26 2.31 1.31 -2.44  -0.386
O5 2.93 1.80 -3.37  0.050
N5 0.96 1.60 -2.27  0.211
H1 -1.11 0.82 -6.55  0.076
H2 0.14 1.01 -5.32  0.066
H3 0.41 1.62 -6.96  0.075
H4 -0.13 3.49 -5.43  0.115
H5 -1.40 3.30 -6.64  0.113
H6 -2.45 3.67 -4.48  0.132
H7 -2.74 1.97 -4.97  0.135
H8 -3.92 2.62 -3.08  0.108
H9 -5.09 2.11 -0.98  0.121
H10 -3.81 -1.38 0.77  0.124
H11 -4.01 -1.98 2.43  0.132
H12 -2.00 -3.06 1.44  0.127
H13 -1.35 -1.48 0.99  0.107
H14 -2.48 -2.47 4.69  0.117
H15 -2.08 -3.75 3.53  0.126
H16 -0.11 -2.40 5.44  0.109
H17 -0.74 -4.06 5.57  0.119
H18 0.59 -3.18 3.28  0.052
H19 -0.75 -0.48 4.44  0.123
H20 -0.60 0.03 2.74  0.105
H21 -2.55 1.19 3.71  0.118
H22 -3.22 -0.35 4.30  0.126
H23 -1.42 0.87 0.76  0.097
H24 2.28 -2.67 1.53  0.120
H25 1.08 -1.38 1.77  0.084
H26 2.52 -1.73 3.77  0.096
H27 3.95 -1.36 2.81  0.104
H28 3.25 0.63 4.11  0.071
H29 1.65 0.57 3.36  0.057
H30 3.07 0.93 2.38  0.072
H31 4.77 -1.42 0.27  0.138
H32 6.03 0.11 -1.40  0.124
H33 5.03 0.98 -2.59  0.115
H34 5.34 -2.06 -2.48  0.071
H35 4.40 -1.15 -3.67  0.078
H36 6.16 -0.99 -3.62  0.073
H37 0.54 2.20 -2.97  0.138

- SMILES string = CCCOc1ccc(S(=O)(=O)N2CCN(CCO)CC2)cc1-c1nc2c(CCC)cn(CC)c2c(=O)[nH]1
- HOMO level (eV) = -8.04
- LUMO level (eV) = 0.162
- relative energy (zero: lowest compared OMol25 entry of this formula, charge and spin) (eV) = 1.366

3.
# C5H5NO2

A single C5H5NO2 molecule at a distorted geometry (the ωB97M-V functional and the def2-TZVPD basis, the Open Molecules 2025 dataset).

Each line ends with the Löwdin charge.
Element x y z (Å)
O1 -2.76 -0.53 -0.05  0.215
C1 -1.69 -0.04 0.04  -0.445
O2 -1.71 1.35 0.06  -0.021
N1 -0.61 2.00 0.01  0.090
C2 0.19 0.92 -0.12  -0.310
C3 -0.37 -0.36 -0.26  -0.016
C4 1.13 -0.90 0.14  -0.078
C5 1.66 0.56 -0.05  -0.076
H1 -2.64 -1.57 -0.04  0.237
H2 1.10 -1.43 1.09  0.101
H3 1.39 -1.61 -0.60  0.067
H4 2.02 1.04 0.82  0.090
H5 2.28 0.58 -1.03  0.145

- SMILES string = Oc1onc2c1CC2
- HOMO level (eV) = -8.44
- LUMO level (eV) = 0.094
- relative energy (zero: lowest compared OMol25 entry of this formula, charge and spin) (eV) = 5.919

4.
# C32H34AsClOTc

A molecular structure, C32H34AsClOTc at a distorted geometry (the ωB97M-V functional and the def2-TZVPD basis, the Open Molecules 2025 dataset).

Each line ends with the Mulliken spin population.
Element x y z (Å)
C1 0.14 0.51 -7.71  0.000
C2 1.52 1.07 -8.09  0.000
C3 -0.08 -0.83 -8.42  0.000
C4 -0.95 1.50 -8.13  0.000
Cl1 0.07 0.26 -5.94  -0.003
H1 -0.04 -0.70 -9.51  0.000
H2 -1.06 -1.25 -8.17  0.000
H3 0.69 -1.56 -8.14  0.000
H4 1.58 1.23 -9.18  0.000
H5 2.32 0.38 -7.80  0.000
H6 1.70 2.03 -7.60  0.000
H7 -0.92 1.67 -9.22  0.000
H8 -0.81 2.47 -7.64  0.000
H9 -1.95 1.13 -7.88  0.000
C5 1.56 -1.61 0.22  -0.050
C6 0.69 -2.38 -0.67  -0.063
C7 1.03 -1.99 -2.02  0.133
H10 0.19 -3.29 -0.37  0.009
C8 2.01 -0.98 -1.97  0.070
C9 2.28 -0.66 -0.60  0.148
H11 2.99 0.07 -0.24  0.014
H12 1.76 -1.85 1.26  0.033
H13 0.64 -2.46 -2.91  0.010
H14 2.52 -0.55 -2.82  0.009
C10 -2.23 0.76 -0.38  0.156
C11 -2.16 -0.47 0.37  -0.067
C12 -1.98 -1.55 -0.59  -0.072
H15 -2.39 -0.60 1.43  0.037
C13 -2.15 -0.96 -1.90  0.136
C14 -2.32 0.43 -1.76  0.079
H16 -2.53 1.13 -2.56  0.009
H17 -2.33 1.76 0.04  0.009
H18 -2.08 -2.60 -0.35  0.009
H19 -2.18 -1.52 -2.83  0.011
Tc1 -0.17 -0.49 -0.36  2.310
O1 0.20 0.67 1.14  0.035
As1 0.15 0.44 2.89  0.006
C15 -1.65 0.72 3.53  0.000
C16 -2.13 -0.16 4.52  0.004
C17 -3.43 0.01 5.02  -0.001
C18 -4.22 1.06 4.55  0.001
C19 -3.73 1.95 3.58  0.000
C20 -2.44 1.78 3.06  0.005
C21 0.63 -1.37 3.38  -0.004
C22 1.83 -1.56 4.08  0.003
C23 2.17 -2.85 4.50  0.002
C24 1.32 -3.93 4.25  0.000
C25 0.12 -3.72 3.55  0.003
C26 -0.23 -2.44 3.10  0.020
C27 1.44 1.76 3.29  0.000
C28 2.76 1.66 2.80  -0.001
C29 3.69 2.63 3.19  0.002
C30 3.29 3.71 4.00  -0.001
C31 1.95 3.85 4.38  0.001
C32 1.01 2.89 4.00  0.000
H20 -1.48 -0.95 4.89  0.000
H21 -3.79 -0.69 5.77  0.000
H22 -5.23 1.19 4.96  0.000
H23 -4.35 2.77 3.23  0.000
H24 -2.04 2.47 2.31  0.001
H25 2.47 -0.70 4.31  0.000
H26 3.11 -3.00 5.04  0.000
H27 1.58 -4.93 4.60  0.000
H28 -0.56 -4.56 3.35  0.000
H29 -1.17 -2.28 2.58  -0.005
H30 3.04 0.84 2.13  0.001
H31 4.73 2.52 2.88  0.000
H32 4.02 4.44 4.32  0.000
H33 1.62 4.69 4.99  0.000
H34 -0.05 2.99 4.25  0.000

- net charge = +2
- HOMO level (alpha / beta) (eV) = -13.44 / -14.28
- LUMO level (alpha / beta) (eV) = -6.303 / -7.968
- multiplicity = 4

Copy entry 4 word for word.
# C32H34AsClOTc

A molecular structure, C32H34AsClOTc at a distorted geometry (the ωB97M-V functional and the def2-TZVPD basis, the Open Molecules 2025 dataset).

Each line ends with the Mulliken spin population.
Element x y z (Å)
C1 0.14 0.51 -7.71  0.000
C2 1.52 1.07 -8.09  0.000
C3 -0.08 -0.83 -8.42  0.000
C4 -0.95 1.50 -8.13  0.000
Cl1 0.07 0.26 -5.94  -0.003
H1 -0.04 -0.70 -9.51  0.000
H2 -1.06 -1.25 -8.17  0.000
H3 0.69 -1.56 -8.14  0.000
H4 1.58 1.23 -9.18  0.000
H5 2.32 0.38 -7.80  0.000
H6 1.70 2.03 -7.60  0.000
H7 -0.92 1.67 -9.22  0.000
H8 -0.81 2.47 -7.64  0.000
H9 -1.95 1.13 -7.88  0.000
C5 1.56 -1.61 0.22  -0.050
C6 0.69 -2.38 -0.67  -0.063
C7 1.03 -1.99 -2.02  0.133
H10 0.19 -3.29 -0.37  0.009
C8 2.01 -0.98 -1.97  0.070
C9 2.28 -0.66 -0.60  0.148
H11 2.99 0.07 -0.24  0.014
H12 1.76 -1.85 1.26  0.033
H13 0.64 -2.46 -2.91  0.010
H14 2.52 -0.55 -2.82  0.009
C10 -2.23 0.76 -0.38  0.156
C11 -2.16 -0.47 0.37  -0.067
C12 -1.98 -1.55 -0.59  -0.072
H15 -2.39 -0.60 1.43  0.037
C13 -2.15 -0.96 -1.90  0.136
C14 -2.32 0.43 -1.76  0.079
H16 -2.53 1.13 -2.56  0.009
H17 -2.33 1.76 0.04  0.009
H18 -2.08 -2.60 -0.35  0.009
H19 -2.18 -1.52 -2.83  0.011
Tc1 -0.17 -0.49 -0.36  2.310
O1 0.20 0.67 1.14  0.035
As1 0.15 0.44 2.89  0.006
C15 -1.65 0.72 3.53  0.000
C16 -2.13 -0.16 4.52  0.004
C17 -3.43 0.01 5.02  -0.001
C18 -4.22 1.06 4.55  0.001
C19 -3.73 1.95 3.58  0.000
C20 -2.44 1.78 3.06  0.005
C21 0.63 -1.37 3.38  -0.004
C22 1.83 -1.56 4.08  0.003
C23 2.17 -2.85 4.50  0.002
C24 1.32 -3.93 4.25  0.000
C25 0.12 -3.72 3.55  0.003
C26 -0.23 -2.44 3.10  0.020
C27 1.44 1.76 3.29  0.000
C28 2.76 1.66 2.80  -0.001
C29 3.69 2.63 3.19  0.002
C30 3.29 3.71 4.00  -0.001
C31 1.95 3.85 4.38  0.001
C32 1.01 2.89 4.00  0.000
H20 -1.48 -0.95 4.89  0.000
H21 -3.79 -0.69 5.77  0.000
H22 -5.23 1.19 4.96  0.000
H23 -4.35 2.77 3.23  0.000
H24 -2.04 2.47 2.31  0.001
H25 2.47 -0.70 4.31  0.000
H26 3.11 -3.00 5.04  0.000
H27 1.58 -4.93 4.60  0.000
H28 -0.56 -4.56 3.35  0.000
H29 -1.17 -2.28 2.58  -0.005
H30 3.04 0.84 2.13  0.001
H31 4.73 2.52 2.88  0.000
H32 4.02 4.44 4.32  0.000
H33 1.62 4.69 4.99  0.000
H34 -0.05 2.99 4.25  0.000

- net charge = +2
- HOMO level (alpha / beta) (eV) = -13.44 / -14.28
- LUMO level (alpha / beta) (eV) = -6.303 / -7.968
- multiplicity = 4

Question: What is the formula in the third record?
Answer: C5H5NO2